C12H42ClFNO11 | wB97M-V/def2-TZVPD

XYZ file:
```
68
Properties=species:S:1:pos:R:3:forces:R:3:lowdin_charge:R:1
H 0.0288 -3.0482 0.0818 -0.268 -0.088 -0.062 0.0414
H -0.7771 -3.0386 1.6788 -0.125 -0.066 -0.114 0.0945
O -2.1568 -1.6446 0.0131 -0.209 -0.025 0.427 -0.0209
H -1.7003 -1.9227 5.7084 -0.006 -0.026 -0.018 0.0339
H 0.9508 -2.8408 1.5598 0.097 0.012 -0.048 0.0867
H -1.7069 -0.1516 -1.9730 -0.016 -0.041 -0.040 0.0992
H 0.9509 0.8311 -3.2056 -0.093 0.001 -0.025 0.1179
N -1.5253 -0.7212 0.6487 0.620 -0.120 -0.965 -0.1220
C 0.3656 -0.1046 -1.3953 -0.178 -0.188 0.049 -0.6280
H -3.7627 -0.0353 -0.2491 -0.056 -0.048 -0.145 0.0697
H 2.2851 0.1540 -2.3038 0.055 -0.019 -0.011 0.1166
H -0.1346 -5.9812 0.1912 -0.040 0.023 0.025 0.0399
H -8.2006 -3.4229 -1.6039 0.028 0.081 -0.035 0.0419
H -0.0315 1.7593 0.8309 -0.071 0.073 -0.020 0.0444
H -7.7088 -4.3144 -0.4737 -0.042 -0.008 0.005 0.0444
O -1.7135 -1.1015 5.2101 -0.011 0.130 0.233 -0.0698
H -3.5589 1.5002 0.6439 -0.126 -0.165 0.141 0.0837
O 5.8516 6.2062 -2.6381 0.034 0.095 -0.245 -0.0496
H 3.3771 3.0084 -0.6028 0.275 -0.092 -0.088 0.0608
C 0.0088 -2.6025 1.0679 0.099 0.233 0.111 -0.0548
H 2.2303 2.1652 0.3867 0.154 -0.149 -0.041 0.0494
H 0.7605 -1.9984 -4.8415 -0.006 0.061 0.031 -0.0523
H 0.4304 0.5205 2.4166 -0.115 -0.109 0.101 0.0405
O -5.9447 -2.0906 1.4639 0.153 0.115 -0.012 -0.0461
C -1.1188 1.7448 0.8348 0.490 -0.313 0.013 -0.0234
H 1.1923 -1.0090 2.7071 0.023 -0.073 0.079 0.0961
O -3.5324 -1.2754 2.9774 -0.070 0.168 -0.029 -0.0576
C -0.1140 -1.0782 1.0132 0.396 -0.246 0.503 -0.4406
C 1.7610 2.0951 -1.6823 0.552 -0.080 -0.161 -0.3411
C 0.2501 -0.5513 2.4113 -0.094 0.232 -0.261 -0.0132
C -3.1989 0.8880 -0.1820 0.371 0.253 0.168 -0.0145
O -7.6876 -3.4057 -0.7908 0.070 -0.130 0.078 -0.0480
H 4.6770 -1.6694 -0.7514 -0.012 -0.009 -0.017 0.0402
F 0.6425 2.8455 -1.2876 -0.073 0.107 -0.081 -0.0323
H -2.6168 -1.0300 4.8725 0.057 -0.128 -0.278 0.0067
H -5.8363 -1.2485 1.0091 -0.115 0.027 -0.012 0.0438
H 5.4435 5.2481 -0.7925 0.082 -0.080 -0.073 0.0099
C 1.3593 0.7213 -2.1998 -0.070 0.014 -0.184 -0.1643
C 2.7773 2.1036 -0.5585 -0.607 0.442 0.464 -0.0275
H 2.1764 2.6287 -2.5393 -0.020 0.032 -0.069 0.1380
H -1.4452 2.6935 0.4169 -0.122 0.056 0.018 0.0979
H 6.5336 6.4876 -3.2556 0.026 0.073 0.053 0.0497
H 5.1417 5.8728 -3.1968 -0.034 -0.017 0.047 0.0527
H -1.0604 1.4645 -1.8851 0.063 0.074 0.124 0.1234
O 5.4947 4.2976 -0.6380 -0.117 -0.041 0.267 -0.0684
Cl 0.2549 -1.6882 -2.3654 -0.011 -0.086 0.012 0.7037
H 6.2014 4.0195 -1.2259 0.019 0.003 -0.048 0.0290
H -1.4430 1.6391 1.8688 -0.218 0.148 0.032 0.0980
H -3.3350 1.4838 -1.0837 -0.106 -0.073 -0.107 0.0893
O 1.7540 2.4617 2.6338 0.001 0.099 0.077 -0.0505
O 4.6910 -0.7455 -0.4830 0.012 -0.082 -0.028 -0.0518
C 0.8963 -0.4953 -0.0178 -0.104 -0.205 0.102 -0.1164
H 3.3905 1.2080 -0.5442 0.161 0.072 -0.116 0.0624
H 0.9300 2.9476 2.7409 -0.028 0.011 0.036 0.0457
H 1.6612 -1.2550 -0.1724 0.164 0.072 0.033 0.1123
H 1.4103 0.3534 0.4297 -0.150 0.020 -0.087 0.0933
C -1.6925 0.6076 -0.0056 -0.718 0.565 0.115 -0.4618
H 5.4365 -0.6776 0.1215 -0.009 0.038 0.025 0.0431
C -1.0554 0.4953 -1.3911 0.005 -0.166 -0.096 -0.1269
O 0.8866 -2.2013 -5.7760 0.024 -0.013 0.008 -0.0776
H -0.5114 -0.8042 3.1462 0.007 -0.075 0.087 0.0694
H -6.1661 -2.7054 0.7547 -0.064 0.033 -0.039 0.0196
H 0.3547 -2.9875 -5.9267 -0.017 -0.004 -0.016 0.0293
H -4.2720 -1.6374 2.4690 -0.072 -0.180 0.081 0.0022
O 0.6182 -5.6404 0.6836 0.056 -0.152 -0.026 -0.0543
H -2.8754 -1.0412 2.3093 0.051 -0.087 0.062 0.0071
H 1.2641 -5.4123 0.0085 0.007 0.025 -0.001 0.0348
H 2.4441 3.1260 2.7283 0.041 -0.004 -0.008 0.0513
```
Positions in Å, forces in eV/Å.

Calculated values
Kohn-Sham gap (spin up / spin down), eV: 8.7 / 9.7
Total energy, eV: -52376.78000
2S+1: 2
HOMO energy (spin up / spin down), eV: -8.350 / -9.354
Molar mass, g mol⁻¹: 430.91
Expectation value of S²: 0.7541
F_max, Eh/bohr: 0.02243
Lowest unoccupied orbital energy (spin up / spin down), eV: 0.3 / 0.3